Density functional theory data (the ωB97M-V functional and the def2-TZVPD basis) for 5 unconnected molecules or ions with the total composition C9H27NO5 at a distorted geometry.

Last column: natural (NBO) charge in e.
Atoms and positions in Å:
O1 -0.108 -0.250 3.045  -0.992
H1 -0.328 0.455 2.436  0.459
H2 0.721 0.023 3.439  0.497
O2 -1.795 -0.723 5.294  -1.000
H3 -1.783 0.083 5.810  0.444
H4 -1.051 -0.639 4.698  0.492
O3 3.203 1.191 2.570  -1.012
H5 3.860 0.506 2.695  0.450
H6 2.763 1.258 3.417  0.493
O4 2.223 0.779 5.065  -1.480
H7 2.589 0.099 5.631  0.356
H8 1.870 1.431 5.670  0.329
C1 0.126 -2.835 -0.696  -0.611
C2 -0.279 -1.282 -0.869  0.140
C3 1.004 -0.450 -0.373  -0.422
C4 0.949 1.062 -0.688  -0.404
C5 0.623 1.332 -2.174  -0.413
C6 -0.595 0.540 -2.715  0.155
N1 -0.455 -0.870 -2.289  -0.203
O5 -1.368 -1.590 -3.023  -0.564
C7 -2.037 1.218 -2.327  -0.677
C8 -0.444 0.736 -4.334  -0.601
C9 -1.514 -0.865 -0.004  -0.668
H9 0.263 -3.001 0.373  0.220
H10 -0.565 -3.608 -1.033  0.210
H11 1.037 -3.067 -1.248  0.210
H12 1.186 -0.577 0.694  0.240
H13 1.892 -0.906 -0.810  0.205
H14 0.248 1.646 -0.092  0.192
H15 1.951 1.484 -0.607  0.227
H16 1.512 1.310 -2.804  0.207
H17 0.363 2.390 -2.134  0.202
H18 -2.230 2.176 -2.810  0.211
H19 -2.110 1.593 -1.307  0.215
H20 -2.953 0.692 -2.597  0.204
H21 -0.518 1.794 -4.583  0.199
H22 -1.164 0.173 -4.928  0.213
H23 0.558 0.423 -4.629  0.205
H24 -1.534 -1.368 0.963  0.240
H25 -1.414 0.146 0.392  0.208
H26 -2.468 -1.082 -0.485  0.193
H27 -2.228 -1.423 -2.632  0.431

Cartesian forces, eV/Å:
-0.32 -0.48 -0.25
-0.09 0.28 -0.09
0.73 0.22 0.45
-0.68 -0.34 0.40
0.14 0.20 0.15
0.35 0.13 -0.52
0.12 0.25 -1.34
0.11 -0.18 0.19
-0.12 -0.07 0.88
-0.25 -0.01 -1.32
0.44 -0.78 0.64
-0.46 0.78 0.76
-0.54 1.30 -0.40
0.75 0.55 0.61
-0.81 -0.11 -0.05
0.46 -0.90 -1.38
-1.23 0.66 1.27
-0.32 1.27 -1.11
1.38 0.92 -0.71
-0.55 -1.34 -0.10
1.07 0.63 0.03
-0.04 -0.85 1.57
0.86 -0.78 0.72
0.22 0.11 -0.02
-0.59 0.47 -0.12
0.20 0.36 0.14
-0.48 -0.15 0.17
-0.04 0.13 -0.48
0.09 -0.29 0.35
-0.05 0.02 0.80
-0.13 -0.70 -0.10
-0.23 0.24 -0.55
0.69 0.07 -0.83
0.15 -0.83 0.42
0.28 -0.70 0.19
-0.16 0.05 0.26
-0.10 0.01 0.22
-0.01 -0.21 0.05
0.13 -0.72 -0.13
-0.32 0.38 -0.88
-0.05 0.36 -0.06
-0.62 0.04 0.15

Values from the calculation:
Calculated total energy in eV: -21496.102
Strongest force on any atom in Eh/bohr: 0.0368
Kohn-Sham gap (alpha / beta) in eV: 2.26 / 8.87
Total charge: -1
Multiplicity: 2

---

Density functional theory data (the ωB97M-V functional and the def2-TZVPD basis) for a molecular structure, C9H28AlN2O4S at a distorted geometry.

Last column: natural (NBO) charge in e.
Atoms and positions in Å:
O1 4.985 -2.664 -0.606  -0.476
O2 4.089 -1.598 -0.871  -0.308
C1 3.238 -1.408 0.295  -0.606
Al1 1.494 -2.494 0.131  1.007
S1 -0.191 -0.904 -0.122  -0.745
H1 4.412 -3.443 -0.572  0.449
H2 3.032 -0.347 0.305  0.181
H3 3.792 -1.653 1.193  0.177
H4 1.509 -3.377 -1.219  -0.417
H5 1.215 -3.412 1.417  -0.405
H6 0.386 -0.101 -1.013  0.144
C2 0.583 4.408 -1.763  -0.613
C3 1.775 3.478 -1.972  -0.081
C4 2.681 3.875 -3.147  -0.073
O3 2.165 3.590 -4.433  -0.545
C5 1.226 4.519 -4.931  -0.245
N1 1.290 2.102 -2.070  -0.819
H7 -0.221 4.205 -2.470  0.200
H8 0.172 4.265 -0.765  0.224
H9 0.874 5.457 -1.862  0.192
H10 2.396 3.541 -1.073  0.190
H11 3.601 3.292 -3.073  0.189
H12 2.964 4.937 -3.085  0.152
H13 1.471 5.541 -4.622  0.162
H14 0.210 4.275 -4.612  0.167
H15 1.258 4.466 -6.019  0.183
H16 2.080 1.462 -2.069  0.365
H17 0.865 1.980 -2.985  0.353
C6 -4.541 -2.032 3.723  -0.612
C7 -3.493 -1.579 2.708  -0.078
C8 -2.838 -2.716 1.914  -0.084
O4 -1.888 -3.472 2.636  -0.532
C9 -2.411 -4.475 3.473  -0.242
N2 -2.494 -0.745 3.381  -0.841
H18 -4.085 -2.427 4.631  0.198
H19 -5.164 -1.187 4.020  0.208
H20 -5.193 -2.801 3.303  0.195
H21 -4.004 -0.950 1.974  0.185
H22 -2.288 -2.251 1.095  0.223
H23 -3.592 -3.382 1.467  0.148
H24 -3.299 -4.944 3.036  0.158
H25 -2.655 -4.087 4.468  0.154
H26 -1.638 -5.235 3.592  0.188
H27 -1.875 -0.347 2.677  0.376
H28 -1.892 -1.364 3.917  0.353

Cartesian forces, eV/Å:
0.32 -0.19 0.13
0.19 0.34 -0.02
-0.77 -0.86 -0.37
0.15 0.32 -0.19
-0.33 -0.21 0.43
-0.26 -0.01 -0.14
-0.06 0.52 0.04
0.44 0.09 0.23
0.19 -0.11 -0.07
-0.10 0.05 0.14
0.16 0.10 -0.10
0.03 0.12 0.10
-0.23 -0.03 -0.13
0.17 -0.04 0.14
-0.05 0.09 -0.04
0.02 -0.16 -0.07
0.28 0.06 -0.20
0.02 -0.03 -0.06
-0.01 -0.06 -0.01
-0.01 0.00 -0.02
0.08 0.00 -0.02
-0.01 -0.04 -0.04
-0.08 0.02 0.02
-0.03 0.02 0.04
-0.02 0.11 0.05
0.04 -0.01 0.00
-0.06 -0.05 0.15
-0.09 -0.01 0.05
-0.10 0.04 -0.05
0.03 -0.10 0.22
-0.04 0.11 -0.23
-0.09 -0.05 0.09
0.17 0.05 -0.03
0.02 0.06 -0.09
0.07 -0.04 -0.01
0.04 0.02 0.02
0.01 -0.02 0.00
0.04 -0.01 -0.08
0.11 -0.09 -0.01
-0.06 0.01 0.10
-0.05 0.01 0.02
-0.12 -0.05 0.00
0.01 0.01 -0.03
-0.02 0.02 -0.01
0.00 0.00 0.03

Values from the calculation:
Calculated total energy in eV: -38387.504
Strongest force on any atom in Eh/bohr: 0.0235
Kohn-Sham gap in eV: 7.10
ΔE to the lowest compared entry with this formula, charge and spin in kcal per mole: 2.7
Total charge: -1

---

Density functional theory data (the ωB97M-V functional and the def2-TZVPD basis) for a molecular structure, C9H28CrN4O5 at a distorted geometry.

Last column: natural (NBO) charge in e.
Atoms and positions in Å:
Cr1 0.411 0.158 -0.692  1.337
C1 -0.116 3.226 -0.265  -0.293
O1 0.763 2.177 -0.743  -0.716
H1 -0.164 4.132 -0.951  0.248
H2 0.147 3.658 0.718  0.228
H3 -1.119 2.854 -0.048  0.207
H4 1.579 2.693 -1.045  0.545
C2 -2.612 1.000 -1.401  0.829
O2 -1.418 0.592 -0.837  -0.760
N1 -3.540 1.497 -0.637  -0.766
N2 -2.961 0.842 -2.613  -0.728
H5 -3.351 1.561 0.432  0.447
H6 -4.365 2.052 -1.005  0.464
H7 -2.360 0.398 -3.259  0.414
H8 -3.783 1.154 -3.031  0.446
C3 1.938 -0.747 -2.520  0.744
O3 1.733 -2.037 -2.965  -0.391
N3 0.877 -0.019 -2.548  -0.827
N4 2.061 -0.460 -1.238  -0.857
H9 0.288 -0.525 -3.329  0.467
H10 1.198 0.794 -3.171  0.468
H11 2.524 -1.397 -0.867  0.496
H12 3.032 -0.086 -1.266  0.479
C4 2.691 -0.798 1.598  -0.653
C5 1.597 0.206 1.939  0.077
C6 2.119 1.565 2.337  -0.672
O4 0.561 0.232 1.216  -0.653
H13 3.393 -0.525 0.911  0.196
H14 2.211 -1.733 1.397  0.214
H15 3.184 -1.046 2.494  0.290
H16 1.088 -0.136 2.798  0.188
H17 1.437 2.350 1.965  0.203
H18 3.117 1.955 2.007  0.248
H19 2.170 1.597 3.427  0.272
H20 -0.211 0.351 1.875  0.562
C7 -0.448 -2.690 1.807  -0.644
C8 -0.980 -2.308 0.403  0.054
C9 -2.340 -1.713 0.476  -0.631
O5 -0.127 -1.789 -0.406  -0.662
H21 0.603 -2.963 1.759  0.216
H22 -1.016 -3.505 2.217  0.270
H23 -0.427 -1.955 2.641  0.201
H24 -1.128 -3.284 0.053  0.202
H25 -3.037 -2.414 0.972  0.278
H26 -2.747 -1.671 -0.534  0.211
H27 -2.436 -0.698 0.947  0.190
H28 -0.035 -2.545 -1.017  0.559

Cartesian forces, eV/Å:
-3.76 1.67 1.40
-1.30 2.23 0.78
1.74 1.51 -0.73
0.13 -1.53 0.39
0.78 -0.53 -0.41
0.24 -0.30 -0.72
-1.22 -1.33 0.56
2.59 -0.87 3.54
-3.70 1.35 -1.92
-0.96 2.04 4.25
2.12 -1.28 -2.89
-0.64 0.01 -2.77
1.36 -1.20 0.66
0.68 -0.36 -0.61
-1.85 0.66 -0.29
-3.03 -14.11 -3.10
3.29 7.05 1.59
-8.23 5.76 -12.83
13.92 -4.72 6.96
0.26 1.24 1.52
-1.28 0.30 1.20
-1.40 1.45 0.41
-0.05 1.48 1.42
-2.83 -0.55 1.39
7.64 -0.21 5.97
0.87 1.94 -0.10
-9.40 0.79 -4.62
1.87 0.91 -1.82
-0.17 -0.77 -0.75
0.94 0.12 1.24
1.24 -1.04 2.35
-0.03 -0.28 0.55
-0.59 -1.02 -0.08
-0.08 0.31 -0.11
0.94 -0.15 -2.36
0.97 1.30 0.74
-4.88 -3.31 7.58
-1.68 0.70 -0.04
5.24 2.52 -5.70
0.04 -0.60 -0.25
-0.22 -0.50 -0.06
-0.51 0.22 -0.71
-0.76 -1.68 -0.71
0.57 0.40 0.15
-0.13 0.33 -0.16
0.23 -1.06 -0.23
1.02 1.11 -0.67

Values from the calculation:
Calculated total energy in eV: -54371.104
Strongest force on any atom in Eh/bohr: 0.3170
Kohn-Sham gap (alpha / beta) in eV: 8.02 / 8.09
ΔE to the lowest compared entry with this formula, charge and spin in kcal per mole: 0.0
Total charge: +3
Multiplicity: 4

---

Density functional theory data (the ωB97M-V functional and the def2-TZVPD basis) for 6 unconnected molecules or ions with the total composition C9H28IN2O9 at a distorted geometry.

Last column: natural (NBO) charge in e.
Atoms and positions in Å:
I1 -1.039 -0.539 0.284  -0.881
C1 1.338 3.058 -0.031  -0.097
C2 0.932 4.461 -0.447  -0.085
O1 1.533 4.893 -1.659  -0.723
O2 1.360 2.188 -1.129  -0.747
H1 0.635 2.718 0.739  0.182
H2 2.259 3.071 0.556  0.172
H3 1.122 5.204 0.334  0.171
H4 -0.169 4.512 -0.531  0.147
H5 1.139 4.336 -2.341  0.471
H6 0.709 1.488 -0.981  0.498
C3 0.024 -4.977 3.417  -0.082
C4 0.372 -3.626 2.809  -0.079
O3 -0.726 -2.748 2.984  -0.761
O4 0.881 -5.986 2.901  -0.725
H7 -0.995 -5.135 3.056  0.171
H8 0.077 -4.914 4.505  0.154
H9 0.499 -3.767 1.725  0.174
H10 1.313 -3.189 3.166  0.158
H11 -0.625 -1.987 2.386  0.497
H12 0.348 -6.765 2.738  0.466
C5 0.851 -1.279 -3.235  -0.092
C6 1.898 -2.183 -2.577  -0.079
O5 1.802 -2.198 -1.154  -0.762
O6 -0.468 -1.729 -3.036  -0.750
H13 0.962 -1.341 -4.322  0.172
H14 1.058 -0.260 -2.886  0.168
H15 2.920 -1.846 -2.770  0.166
H16 1.831 -3.212 -2.945  0.153
H17 0.969 -1.833 -0.801  0.486
H18 -0.710 -1.686 -2.094  0.488
C7 -2.143 1.512 -3.686  -0.092
C8 -3.203 0.645 -3.078  -0.095
O7 -3.685 1.112 -1.818  -0.737
O8 -2.745 2.648 -4.295  -0.729
H19 -1.595 0.945 -4.457  0.158
H20 -1.342 1.731 -2.968  0.170
H21 -2.814 -0.366 -2.900  0.189
H22 -4.038 0.489 -3.764  0.175
H23 -2.969 0.944 -1.189  0.484
H24 -2.081 3.279 -4.580  0.463
C9 0.959 1.612 3.966  0.772
O9 2.011 1.641 3.345  -0.668
N1 -0.148 0.951 3.531  -0.855
N2 0.821 2.255 5.199  -0.869
H25 0.009 0.451 2.655  0.438
H26 -1.006 0.958 4.038  0.391
H27 0.161 1.849 5.833  0.377
H28 1.708 2.613 5.507  0.398

Cartesian forces, eV/Å:
0.01 0.21 -0.18
-0.28 0.36 1.32
-0.95 0.28 0.10
-0.14 0.03 0.10
-0.01 -0.16 -0.42
-0.29 -0.04 -0.18
0.54 -0.11 -0.64
0.54 -0.18 -0.07
0.16 -0.23 -0.31
0.31 -0.04 0.05
0.06 -0.09 0.14
-0.22 0.77 -0.58
0.18 0.29 -1.21
0.00 0.06 0.67
0.23 -0.02 0.18
-0.14 -0.18 0.46
-0.16 -0.23 0.08
0.19 -0.24 0.16
-0.10 -0.15 0.30
-0.07 -0.32 0.01
0.04 -0.06 -0.01
0.69 -0.68 -0.18
-0.23 0.06 0.69
0.02 -0.10 0.07
-0.29 0.00 0.34
0.33 0.29 0.08
-0.40 0.10 -0.05
-0.10 0.24 -0.38
-0.25 -0.01 -0.10
0.19 -0.04 -0.34
0.09 0.17 -0.15
0.84 -0.40 -0.88
-0.04 -0.94 0.87
-0.10 0.33 -0.48
-0.23 0.24 0.27
-0.34 -0.18 0.00
-0.42 0.42 0.30
0.36 0.16 -0.30
-0.12 0.48 0.08
-0.10 -0.07 0.13
0.17 -0.09 0.09
0.04 -0.17 0.32
-0.30 0.21 0.11
1.31 0.14 -0.41
0.00 -0.02 -1.10
-0.73 0.11 0.33
-0.32 -0.16 -0.17
0.18 0.11 0.44
-0.14 -0.11 0.48

Values from the calculation:
Calculated total energy in eV: -39297.951
Strongest force on any atom in Eh/bohr: 0.0272
Kohn-Sham gap in eV: 8.54
ΔE to the lowest compared entry with this formula, charge and spin in kcal per mole: 0.0
Total charge: -1

---

Density functional theory data (the ωB97M-V functional and the def2-TZVPD basis) for a molecular structure, C9H29AsN5O2PdSi2Te.

Last column: natural (NBO) charge in e.
Atoms and positions in Å:
Pd1 0.555 0.371 -1.740  0.068
N1 -1.594 -0.234 -1.118  -0.659
N2 -1.706 -1.501 -0.507  -0.447
C1 -0.562 -2.214 -0.227  0.607
N3 -0.662 -3.547 -0.263  -0.780
N4 0.485 -1.514 0.126  -0.524
N5 1.721 -2.127 0.085  0.439
O1 2.678 -1.307 0.737  -0.651
O2 1.942 -3.337 0.232  -0.411
H1 -2.035 0.457 -0.519  0.388
H2 -2.091 -0.242 -2.004  0.392
H3 -2.533 -2.032 -0.726  0.391
H4 -1.399 -3.984 -0.790  0.407
H5 0.181 -4.071 -0.067  0.450
C2 -0.773 0.364 -4.706  -1.129
Si1 0.729 -0.480 -3.891  1.437
C3 2.186 -0.277 -5.073  -1.145
C4 0.387 -2.328 -3.612  -1.137
As1 2.817 0.863 -2.112  -0.293
Si2 1.880 3.061 -2.137  1.320
C5 2.036 3.615 -3.926  -1.120
C6 2.964 4.115 -1.008  -1.124
C7 0.106 3.392 -1.563  -1.126
H6 -1.175 -0.293 -5.482  0.248
H7 -0.479 1.298 -5.188  0.248
H8 -1.588 0.606 -4.021  0.212
H9 1.888 -0.621 -6.068  0.249
H10 3.052 -0.862 -4.761  0.250
H11 2.500 0.764 -5.166  0.243
H12 0.509 -2.877 -4.549  0.252
H13 -0.637 -2.493 -3.265  0.214
H14 1.069 -2.765 -2.882  0.246
H15 3.008 3.363 -4.350  0.248
H16 1.916 4.700 -3.987  0.250
H17 1.263 3.160 -4.548  0.239
H18 4.028 3.939 -1.173  0.245
H19 2.745 3.915 0.046  0.216
H20 2.768 5.177 -1.175  0.250
H21 -0.619 3.166 -2.347  0.243
H22 0.031 4.461 -1.337  0.251
H23 -0.183 2.856 -0.655  0.216
C8 4.133 0.999 1.561  -0.919
Te1 2.200 0.575 0.846  1.652
C9 1.416 0.202 2.814  -0.932
H24 4.439 0.162 2.184  0.263
H25 4.070 1.916 2.146  0.252
H26 4.803 1.122 0.716  0.267
H27 1.562 1.096 3.420  0.241
H28 1.953 -0.645 3.235  0.255
H29 0.357 -0.021 2.720  0.246

Cartesian forces, eV/Å:
-0.08 -0.21 -0.11
-0.10 0.04 -0.02
0.03 -0.04 -0.02
0.03 0.03 0.00
0.02 -0.04 -0.07
0.03 0.14 0.16
0.10 -0.24 -0.09
0.02 -0.23 -0.21
-0.06 0.05 0.07
-0.01 0.01 -0.03
0.01 -0.02 0.00
-0.02 0.02 0.06
0.02 -0.01 -0.02
-0.02 -0.02 0.04
0.20 -0.18 0.07
0.05 0.00 -0.20
-0.23 -0.09 0.12
0.03 0.26 -0.08
-0.06 0.02 -0.09
0.23 0.27 -0.13
-0.05 0.03 0.15
-0.05 -0.08 -0.05
0.08 0.02 -0.01
0.01 0.01 -0.01
0.05 0.00 0.02
0.00 -0.04 0.02
-0.02 -0.01 0.01
-0.01 -0.01 0.02
-0.03 0.01 0.01
-0.03 0.01 -0.02
0.00 0.02 0.01
0.04 0.04 0.00
0.02 0.00 0.02
-0.02 0.00 -0.02
0.01 -0.03 0.00
0.00 -0.01 -0.02
0.02 0.00 0.00
-0.02 0.00 0.01
0.00 -0.06 0.00
-0.04 0.00 -0.01
0.01 0.02 0.02
0.02 -0.02 -0.04
-0.25 0.23 0.58
0.07 0.08 -0.02
-0.02 -0.01 0.00
0.01 0.00 0.00
-0.03 0.01 -0.02
0.00 0.01 -0.03
0.03 0.00 -0.03
0.01 -0.01 -0.04

Values from the calculation:
Calculated total energy in eV: -108705.667
Strongest force on any atom in Eh/bohr: 0.0130
Kohn-Sham gap (alpha / beta) in eV: 6.67 / 6.29
ΔE to the lowest compared entry with this formula, charge and spin in kcal per mole: 51.1
Total charge: +1
Multiplicity: 3

---

Q: Among the records above, which one has the highest strongest force on any atom?
A: C9H28CrN4O5